Record 1
{
  "formula": "C37H29Cl5FN3O7V",
  "method": "the ωB97M-V functional and the def2-TZVPD basis",
  "e_homo_ev": [-8.5516, -9.4292],
  "total_charge": 1,
  "mol_weight_g_mol": 874.860,
  "de_lowest_kcal_mol": 88.7,
  "total_energy_ev": -148654.128,
  "multiplicity": 3,
  "s_squared": 2.015,
  "orbital_gap_ev": [5.03, 5.90],
  "species": ["V", "Cl", "C", "C", "Cl", "C", "Cl", "C", "O", "C", "Cl", "C", "Cl", "O", "C", "C", "O", "O", "C", "C", "C", "C", "C", "C", "C", "C", "C", "C", "C", "C", "H", "H", "H", "H", "H", "H", "H", "H", "H", "H", "H", "F", "C", "C", "C", "C", "O", "C", "C", "N", "C", "C", "C", "C", "C", "C", "N", "C", "C", "N", "C", "C", "C", "O", "O", "H", "H", "H", "H", "H", "H", "H", "H", "H", "H", "H", "H", "H", "H", "H", "H", "H", "H"],
  "coordinates": [[2.70540, 1.52705, -1.12879], [8.62580, 5.93775, -0.65449], [7.28070, 4.90555, -0.87919], [7.47770, 3.52185, -0.98799], [9.05750, 2.87035, -0.93309], [6.38500, 2.68305, -1.14579], [6.47840, 0.97345, -1.23169], [5.07730, 3.21335, -1.20859], [4.06730, 2.43815, -1.31859], [4.90550, 4.61325, -1.13719], [3.28780, 5.15715, -1.27679], [5.99350, 5.45235, -0.96219], [5.76130, 7.14295, -0.85759], [2.80290, 1.31075, 1.52501], [1.53870, 1.86515, 1.87611], [0.97220, 2.58675, 0.59041], [-0.18960, 2.90735, 0.53581], [1.86280, 2.77645, -0.29959], [0.54380, 0.77565, 2.20011], [-0.73750, 1.08645, 2.64281], [-1.65770, 0.07775, 2.85971], [-1.31830, -1.24525, 2.63371], [-0.04980, -1.55765, 2.17821], [0.87630, -0.55425, 1.95971], [1.77600, 2.94995, 2.91141], [2.51830, 4.05745, 2.50611], [2.88760, 5.02615, 3.41901], [2.52980, 4.89335, 4.74981], [1.79680, 3.79315, 5.15891], [1.41930, 2.82085, 4.24671], [3.30080, 1.14995, 2.33961], [-1.01000, 2.11515, 2.80841], [-2.64560, 0.32875, 3.21191], [-2.03720, -2.03025, 2.81681], [0.22860, -2.58625, 1.99671], [1.86660, -0.81015, 1.60391], [2.82090, 4.14635, 1.47151], [3.46390, 5.87705, 3.08981], [2.83610, 5.63635, 5.46911], [1.52860, 3.68005, 6.19751], [0.86470, 1.95715, 4.58171], [-3.87990, 0.72145, -1.04359], [-2.95420, -0.25895, -1.18179], [-1.62860, 0.09975, -1.15989], [-0.64020, -0.88565, -1.22559], [0.75320, -0.50935, -1.21219], [1.10290, 0.70365, -1.12899], [1.70510, -1.57795, -1.19449], [1.27380, -2.86705, -1.14469], [-0.03620, -3.21715, -1.20299], [-0.38520, -4.60625, -1.15669], [0.45280, -5.59745, -1.90109], [-0.92140, -5.26715, -2.39599], [-1.02090, -2.24625, -1.25309], [-2.37270, -2.57335, -1.32549], [-3.36400, -1.58775, -1.33339], [-4.70920, -1.96065, -1.55229], [-5.32880, -2.90105, -0.64549], [-6.47890, -3.61215, -1.36199], [-7.45340, -2.59955, -1.85069], [-6.78140, -1.62805, -2.75509], [-5.64680, -0.94975, -1.99169], [3.17030, -1.24325, -1.14529], [4.00220, -2.08745, -0.89129], [3.41710, 0.00085, -1.40449], [-1.34410, 1.13775, -1.06249], [1.99140, -3.66595, -1.04179], [-0.80540, -4.90505, -0.20239], [0.63250, -6.55805, -1.44359], [1.28430, -5.21905, -2.47329], [-1.70080, -6.00765, -2.30019], [-0.99780, -4.66215, -3.28649], [-2.66520, -3.60755, -1.39899], [-5.71810, -2.40405, 0.26111], [-4.59620, -3.64445, -0.33089], [-6.98250, -4.30545, -0.68679], [-6.10130, -4.16205, -2.22549], [-7.82500, -2.08165, -1.04289], [-8.24080, -3.05385, -2.32719], [-7.50140, -0.88535, -3.09979], [-6.38560, -2.17215, -3.61359], [-6.06590, -0.36475, -1.15639], [-5.14560, -0.25835, -2.66959]],
  "forces_ev_per_a": [[-0.92, -0.27, -1.10], [0.23, 0.18, 0.03], [-0.22, -0.16, -0.08], [-0.29, 0.30, -0.02], [0.14, -0.13, 0.04], [-0.76, 0.31, 0.03], [0.40, -0.10, 0.00], [2.02, 1.52, 0.35], [4.27, 2.83, -1.31], [0.11, -0.84, -0.04], [-0.01, 0.62, -0.05], [0.27, -0.37, -0.03], [-0.06, 0.19, 0.02], [0.04, -0.16, 0.00], [-0.32, 0.38, -0.43], [-0.82, -0.26, 1.70], [-0.05, 0.12, -0.20], [-1.64, 3.50, 1.33], [0.15, -0.14, 0.13], [0.04, -0.09, 0.04], [-0.09, 0.07, 0.01], [-0.04, -0.16, -0.09], [-0.10, -0.13, -0.01], [0.14, 0.14, 0.10], [0.05, -0.11, 0.19], [-0.03, -0.01, -0.01], [0.02, 0.00, -0.09], [-0.02, -0.03, 0.10], [0.01, 0.05, 0.10], [0.02, -0.06, -0.16], [-0.01, 0.07, -0.19], [-0.03, 0.11, 0.02], [-0.15, 0.04, 0.07], [-0.09, -0.09, 0.04], [0.03, -0.13, 0.02], [-0.03, 0.07, 0.05], [0.02, 0.05, -0.04], [0.06, 0.09, -0.02], [0.00, 0.10, 0.08], [-0.04, 0.00, 0.13], [-0.06, -0.08, 0.03], [0.12, -0.18, -0.01], [0.34, 0.34, 0.05], [-0.22, -0.23, -0.02], [-0.39, -0.06, 0.00], [0.37, -0.23, 0.33], [-4.30, -2.91, -0.50], [-0.11, 0.58, -0.03], [-0.37, 0.28, -0.02], [0.72, 0.11, -0.11], [-0.31, -0.51, 0.10], [0.00, 0.03, -0.01], [0.00, -0.04, -0.07], [0.12, 0.64, 0.08], [-0.42, 0.24, 0.02], [0.57, -0.34, 0.01], [-0.10, 0.14, 0.12], [-0.10, -0.11, -0.11], [0.65, -0.51, 0.50], [-0.42, -0.02, 0.03], [0.49, 0.73, -0.36], [-0.16, -0.09, -0.26], [0.11, -1.58, 0.32], [-0.38, 0.27, -0.15], [2.02, -3.87, -0.69], [0.03, 0.15, 0.07], [0.04, -0.08, -0.04], [0.03, -0.05, -0.01], [-0.05, 0.00, 0.08], [0.07, 0.03, -0.08], [-0.05, -0.04, 0.13], [0.07, 0.11, -0.06], [-0.03, -0.10, -0.11], [0.07, -0.03, -0.02], [-0.16, 0.01, 0.04], [-0.10, 0.11, -0.09], [-0.12, 0.11, 0.00], [-0.07, -0.17, -0.19], [0.13, 0.12, 0.18], [-0.10, -0.15, 0.09], [-0.12, -0.09, 0.10], [0.05, 0.01, -0.09], [-0.18, -0.05, 0.06]]
}

---

Record 2
{
  "formula": "C11H13BrN2",
  "method": "the ωB97M-V functional and the def2-TZVPD basis",
  "e_homo_ev": [-7.8063, -7.8062],
  "total_charge": 0,
  "mol_weight_g_mol": 253.143,
  "de_lowest_kcal_mol": 73.6,
  "total_energy_ev": -84635.970,
  "orbital_gap_ev": [6.02, 6.02],
  "species": ["C", "C", "C", "C", "C", "C", "C", "C", "C", "C", "C", "N", "N", "Br", "H", "H", "H", "H", "H", "H", "H", "H", "H", "H", "H", "H", "H"],
  "coordinates": [[1.75963, 2.28927, -0.11559], [2.13351, 1.17891, -0.85022], [0.42336, 2.56649, 0.27591], [1.11854, 0.37996, -1.27676], [-0.58879, 1.68494, -0.07944], [-0.19067, 0.65838, -0.89029], [-0.85978, -1.84513, 0.45022], [-0.91407, -1.70106, -1.01047], [-1.15514, -0.28981, -1.48300], [1.08025, -0.10963, 2.74909], [-2.17912, 0.07360, -2.23715], [-0.46800, -0.96840, 1.21881], [-0.33931, -0.35107, 2.26735], [-1.87566, -4.79695, 1.30790], [2.60247, 2.86329, 0.17605], [3.16884, 1.07266, -1.20274], [0.23246, 3.30326, 1.10645], [1.23987, -0.49415, -1.97354], [-1.49051, 1.59078, 0.37828], [-1.29616, -2.76496, 0.91581], [-0.02556, -2.13170, -1.59680], [-1.70002, -2.33552, -1.38151], [1.60071, -1.07063, 2.91864], [1.60775, 0.44338, 1.96409], [1.11162, 0.47272, 3.67677], [-2.23349, 1.04328, -2.64784], [-2.76272, -0.76190, -2.66002]],
  "forces_ev_per_a": [[-0.63, 0.24, 0.36], [0.41, 0.73, -0.67], [0.93, 0.19, 1.80], [-0.57, -1.29, -1.03], [3.49, 0.40, -0.78], [-0.13, -1.23, -1.90], [0.18, 0.14, -0.86], [0.25, -0.40, -2.40], [-0.27, 0.09, 1.34], [-0.05, -0.86, -0.35], [0.36, -2.13, -0.56], [0.64, 0.72, 3.24], [0.66, 0.21, -1.21], [0.12, 0.61, -0.11], [0.18, 1.07, 0.58], [-0.50, -0.15, 0.43], [0.28, -0.46, -1.33], [0.27, 1.07, 0.85], [-2.75, 0.56, 0.96], [0.09, -1.36, 0.45], [-0.75, 0.45, 1.48], [-0.55, -0.41, 0.11], [-0.33, 0.32, -0.16], [-0.19, -0.12, 0.09], [-0.59, -0.21, -0.36], [-0.41, 0.99, -0.19], [-0.16, 0.83, 0.21]]
}

---

Record 3
{
  "formula": "C14H22I2NO4PtSi2",
  "method": "the ωB97M-V functional and the def2-TZVPD basis",
  "e_homo_ev": [-5.7229, -5.7227],
  "total_charge": -1,
  "mol_weight_g_mol": 773.391,
  "de_lowest_kcal_mol": 31.7,
  "total_energy_ev": -59762.385,
  "multiplicity": 3,
  "s_squared": 2.075,
  "orbital_gap_ev": [5.97, 4.73],
  "species": ["Pt", "O", "C", "O", "C", "C", "C", "N", "C", "C", "C", "O", "O", "H", "H", "H", "C", "Si", "C", "C", "C", "Si", "C", "C", "C", "H", "H", "H", "H", "H", "H", "H", "H", "H", "H", "H", "H", "H", "H", "H", "H", "H", "H", "H", "I", "I"],
  "coordinates": [[-0.05767, 0.25617, -0.07456], [1.66690, 2.83709, 6.20449], [2.42100, 2.06914, 5.58274], [3.62567, 1.79396, 5.74327], [1.82161, 1.52011, 4.26944], [2.54865, 0.63724, 3.47730], [2.01748, 0.18031, 2.29102], [0.80458, 0.56346, 1.87615], [0.07291, 1.39015, 2.64340], [0.54959, 1.88609, 3.83674], [-1.30042, 1.69799, 2.10820], [-2.04102, 2.47138, 2.66221], [-1.61102, 1.03680, 1.00326], [3.53250, 0.33814, 3.81269], [2.55445, -0.49731, 1.64379], [-0.06005, 2.54933, 4.43413], [0.13666, 3.55334, -0.94244], [-0.09631, 2.23196, -2.23758], [0.47667, 2.91193, -3.88676], [-1.91193, 1.82081, -2.38370], [0.87398, 0.64696, -1.85168], [2.74111, 0.68357, -1.63813], [3.29987, 1.95057, -0.38765], [3.37199, -1.01934, -1.20555], [3.51149, 1.13823, -3.28535], [-0.48571, 4.41122, -1.21374], [1.17128, 3.89190, -0.88012], [-0.17694, 3.24245, 0.05633], [-0.18754, 3.72403, -4.19624], [0.46162, 2.14496, -4.66479], [1.49067, 3.31198, -3.82568], [-2.47195, 2.71139, -2.68581], [-2.33254, 1.47843, -1.43590], [-2.07754, 1.04256, -3.13350], [0.63465, -0.10119, -2.61674], [2.68576, 1.97740, 0.51277], [3.29427, 2.95133, -0.82574], [4.32610, 1.73283, -0.07886], [2.87166, -1.44063, -0.33532], [4.44731, -0.99044, -1.00665], [3.19891, -1.71005, -2.03541], [3.31142, 2.17740, -3.55202], [3.14864, 0.50343, -4.09735], [4.59663, 1.01270, -3.21937], [-0.26276, -2.24171, -0.59188], [-0.39469, -5.06722, -1.77778]],
  "forces_ev_per_a": [[0.14, -0.28, 0.13], [-0.09, -0.37, 0.17], [0.44, 1.06, -0.33], [-0.20, -0.35, 0.18], [-0.19, -0.40, -0.04], [0.04, 0.01, 0.06], [-0.15, 0.06, 0.02], [0.23, 0.20, 0.19], [0.20, -0.09, 0.00], [-0.06, 0.02, 0.04], [-0.17, -0.12, -0.30], [-0.03, 0.02, 0.06], [-0.16, 0.40, 0.29], [0.00, 0.01, 0.01], [0.03, -0.04, -0.07], [0.04, 0.01, 0.03], [0.02, 0.08, 0.12], [-0.02, -0.13, -0.20], [0.08, 0.06, -0.09], [-0.15, 0.01, -0.03], [-0.12, 0.08, 0.09], [-0.06, -0.08, -0.12], [0.03, 0.10, 0.09], [0.06, -0.09, 0.02], [0.08, 0.05, -0.10], [0.03, 0.00, 0.01], [0.01, 0.02, 0.00], [-0.01, 0.01, -0.01], [0.01, -0.02, 0.00], [0.00, 0.02, 0.01], [-0.06, 0.01, -0.03], [0.01, -0.03, -0.03], [0.00, 0.00, -0.01], [-0.01, 0.01, 0.02], [0.05, 0.00, -0.03], [0.02, 0.02, -0.01], [0.01, -0.01, 0.01], [-0.02, 0.02, 0.00], [0.01, -0.04, 0.05], [-0.03, -0.01, -0.02], [0.00, 0.01, 0.02], [0.04, -0.04, -0.01], [0.01, 0.00, 0.02], [-0.02, 0.01, -0.03], [-0.14, -0.29, -0.08], [0.08, 0.06, -0.10]]
}

---

Record 4
{
  "formula": "C28H31F2N2OP",
  "method": "the ωB97M-V functional and the def2-TZVPD basis",
  "e_homo_ev": -8.6358,
  "total_charge": 0,
  "mol_weight_g_mol": 480.539,
  "total_energy_ev": -49288.870,
  "smiles": "C[C@H](C[C@@H](C#N)[C@H](C#N)P(C)C)OCc1ccccc1.Fc1ccccc1.Fc1ccccc1",
  "orbital_gap_ev": 9.36,
  "species": ["C", "C", "C", "C", "C", "N", "C", "C", "N", "P", "C", "C", "O", "C", "C", "C", "C", "C", "C", "C", "H", "H", "H", "H", "H", "H", "H", "H", "H", "H", "H", "H", "H", "H", "H", "H", "H", "H", "H", "H", "H", "F", "C", "C", "C", "C", "C", "C", "H", "H", "H", "H", "H", "F", "C", "C", "C", "C", "C", "C", "H", "H", "H", "H", "H"],
  "coordinates": [[1.07081, 0.16328, 0.50175], [1.51670, -0.74395, -0.65267], [1.76873, -0.05157, -2.01170], [2.50261, 1.30900, -1.93569], [3.82130, 1.23610, -2.63181], [4.80860, 1.38867, -3.19924], [1.69468, 2.52057, -2.49892], [0.52157, 2.70448, -1.59968], [-0.44368, 2.86598, -0.99908], [1.04157, 2.39085, -4.26158], [1.87426, 1.02362, -5.17694], [-0.74663, 1.88294, -4.17563], [0.68907, -1.89275, -0.80735], [-0.65574, -1.59619, -1.11481], [-1.62323, -1.68967, 0.05664], [-1.28639, -2.08371, 1.34472], [-2.25211, -2.09645, 2.35749], [-3.56820, -1.71779, 2.11027], [-3.92921, -1.34784, 0.80356], [-2.95964, -1.33519, -0.19071], [1.82238, 0.90161, 0.78568], [0.12256, 0.66118, 0.29655], [0.94688, -0.47761, 1.37570], [2.48561, -1.15665, -0.35051], [0.87484, 0.04531, -2.63038], [2.42422, -0.72855, -2.56792], [2.77224, 1.57383, -0.91158], [2.27498, 3.43910, -2.41316], [1.79893, 0.02468, -4.73821], [2.94096, 1.25744, -5.23761], [1.48762, 1.02353, -6.19617], [-0.88948, 0.99772, -3.54615], [-1.11800, 1.70599, -5.18338], [-1.30251, 2.69426, -3.70577], [-0.98889, -2.34842, -1.84079], [-0.80570, -0.62300, -1.59455], [-0.26265, -2.36098, 1.56275], [-1.95402, -2.38011, 3.35966], [-4.29000, -1.70776, 2.91439], [-4.93608, -1.04404, 0.55403], [-3.23633, -1.04024, -1.19962], [-6.59279, -1.06474, 2.36031], [-7.01598, -0.33138, 3.40982], [-6.96530, 1.04602, 3.32974], [-7.40440, 1.79727, 4.41011], [-7.87697, 1.16528, 5.55295], [-7.91538, -0.22109, 5.61483], [-7.48650, -0.97909, 4.53458], [-6.58607, 1.51847, 2.43311], [-7.37700, 2.87736, 4.35992], [-8.21510, 1.75438, 6.39513], [-8.27962, -0.71443, 6.50588], [-7.51549, -2.06055, 4.55947], [4.75804, 0.64914, 0.25495], [5.93757, -0.01859, 0.20141], [6.58076, -0.15413, -1.01339], [7.78834, -0.83830, -1.05055], [8.32562, -1.37833, 0.11108], [7.65772, -1.23189, 1.31880], [6.45503, -0.54252, 1.36878], [6.14440, 0.26759, -1.91665], [8.31098, -0.94959, -1.99104], [9.26553, -1.91336, 0.07404], [8.07244, -1.65492, 2.22385], [5.92156, -0.41025, 2.30127]],
  "forces_ev_per_a": [[-0.24, -0.44, -0.05], [0.60, 0.41, 0.41], [0.36, -0.25, -0.02], [0.76, -0.04, -0.27], [-0.74, 0.89, 0.03], [-0.11, -0.28, -0.05], [-0.85, -1.09, 0.96], [0.40, 0.12, -0.78], [0.03, -0.03, 0.14], [-0.42, 1.26, -1.49], [0.42, -0.24, 0.78], [0.68, -0.32, 0.96], [-0.03, 0.60, -0.18], [-0.69, -0.70, 0.17], [-0.52, 0.29, 0.21], [-0.10, 0.04, -0.10], [-0.02, 0.14, -0.18], [0.30, 0.01, -0.59], [0.56, -0.09, 0.28], [0.19, -0.10, 0.02], [-0.02, 0.02, -0.24], [0.07, 0.05, 0.08], [-0.08, 0.10, -0.02], [-0.10, -0.06, -0.04], [-0.11, 0.09, 0.31], [-0.22, -0.05, -0.02], [-0.08, -0.21, 0.06], [0.16, -0.11, -0.22], [-0.17, 0.04, -0.16], [-0.13, 0.05, -0.05], [-0.16, 0.05, 0.11], [-0.19, -0.04, -0.26], [0.12, 0.03, -0.01], [-0.01, 0.00, -0.18], [0.16, 0.08, -0.04], [0.27, 0.05, 0.09], [-0.05, -0.07, 0.01], [-0.03, -0.03, -0.01], [-0.04, -0.02, -0.05], [-0.04, -0.06, 0.14], [-0.03, 0.04, 0.05], [-0.11, -0.01, -0.01], [-0.11, 0.18, 0.24], [0.08, 0.10, -0.19], [-0.03, -0.15, 0.08], [-0.02, 0.04, 0.04], [0.03, 0.13, -0.08], [0.01, -0.22, 0.01], [0.00, -0.03, -0.01], [0.02, 0.00, -0.02], [0.00, -0.01, 0.00], [-0.01, -0.02, -0.01], [0.02, 0.01, -0.03], [-0.07, 0.01, -0.02], [0.36, -0.20, -0.05], [-0.13, 0.12, -0.32], [-0.02, -0.04, 0.22], [0.06, -0.02, -0.04], [0.01, 0.02, -0.14], [-0.16, 0.05, 0.20], [0.21, -0.12, 0.35], [-0.03, 0.01, -0.02], [-0.01, 0.00, 0.01], [-0.01, 0.02, 0.02], [-0.02, 0.00, -0.03]]
}

---

Record 5
{
  "formula": "C5H7N3O2",
  "method": "the ωB97M-V functional and the def2-TZVPD basis",
  "e_homo_ev": [-8.8838, -9.7124],
  "total_charge": 0,
  "mol_weight_g_mol": 141.130,
  "de_lowest_kcal_mol": 191.5,
  "total_energy_ev": -13855.885,
  "orbital_gap_ev": [7.67, 7.69],
  "species": ["C", "C", "C", "C", "C", "N", "N", "N", "O", "O", "H", "H", "H", "H", "H", "H", "H"],
  "coordinates": [[1.18533, 2.44620, -0.39633], [0.35825, 1.51025, -0.88107], [0.98532, 0.89739, 1.08871], [-0.75849, -1.42427, 1.23189], [-0.39024, -0.73941, -0.01820], [1.60172, 1.99312, 0.84180], [0.17394, 0.48563, 0.04643], [-1.18660, -1.08538, -1.16496], [-2.08341, -1.89014, -1.11511], [-1.11743, -0.35096, -2.15646], [1.62840, 3.29369, -0.92846], [-0.15068, 1.43477, -1.94664], [1.13139, 0.15012, 1.84212], [-1.10767, -0.74491, 1.94176], [-1.68730, -2.09136, 1.01196], [-0.06548, -2.09787, 1.71304], [1.48295, -1.78688, -1.11049]],
  "forces_ev_per_a": [[0.34, -0.87, 0.12], [-2.44, -0.20, -4.91], [0.23, -0.89, 0.15], [-2.03, -2.70, -0.89], [-0.19, -1.33, -0.17], [0.71, 0.68, 1.24], [0.69, 1.83, -0.92], [-1.20, 2.45, -1.49], [-0.01, -1.77, 1.14], [1.08, -0.18, 0.02], [-0.43, -0.32, 0.57], [1.30, 0.30, 2.89], [0.31, 0.41, 0.76], [-0.35, 1.39, 1.25], [1.70, 1.12, 0.18], [0.65, 0.01, -0.17], [-0.37, 0.07, 0.23]]
}